Record 1
Computed, not measured: a structure of composition C51H37BaN11S at a distorted geometry, with ωB97M-V with the def2-TZVPD basis set.

**Highest occupied orbital energy**: -0.1774 Eh
**Orbital gap**: 3.92 eV
**Relative energy (zero: lowest compared OMol25 entry of this formula, charge and spin)**: 226.8 kJ/mol
**Electronic energy**: -2991.6403 Ha

ORCA input file:
```
! RIJCOSX wB97M-V def2-TZVPD def2/J DEFGRID3
* xyz 0 1
Ba 0.298 0.700 1.354
C 4.509 -0.193 6.539
C 4.284 1.150 6.825
C 3.324 1.883 6.145
C 2.607 1.244 5.150
C 1.595 1.697 4.198
N 1.224 0.669 3.430
C 1.933 -0.451 3.772
N 1.916 -1.589 3.147
C 1.048 -1.947 2.199
C 1.322 -2.982 1.260
C 2.481 -3.700 0.977
C 2.478 -4.546 -0.105
C 1.326 -4.720 -0.886
C 0.172 -4.019 -0.631
C 0.161 -3.107 0.435
C -0.746 -2.135 0.948
N -1.977 -1.790 0.391
C -2.648 -0.597 0.693
N -1.991 0.568 0.841
C -2.912 1.541 1.129
N -2.661 2.822 1.422
C -1.588 3.272 1.991
N -0.545 2.536 2.504
C 0.210 3.326 3.286
N 1.192 2.959 4.095
C -0.257 4.711 3.177
C 0.181 5.914 3.703
C -0.516 7.065 3.360
C -1.630 7.017 2.526
C -2.089 5.816 2.013
C -1.391 4.669 2.344
C -4.217 0.973 1.115
C -5.477 1.489 1.418
C -6.541 0.622 1.461
C -6.380 -0.744 1.179
C -5.155 -1.275 0.859
C -4.045 -0.421 0.848
N -0.209 -1.451 1.961
C 2.832 -0.119 4.866
C 3.775 -0.851 5.566
H 5.281 -0.726 7.078
H 4.880 1.632 7.588
H 3.145 2.923 6.370
H 3.360 -3.567 1.593
H 3.369 -5.094 -0.366
H 1.355 -5.421 -1.708
H -0.712 -4.203 -1.227
H 1.034 5.955 4.364
H -0.200 8.019 3.756
H -2.150 7.932 2.278
H -2.958 5.753 1.376
H -5.588 2.541 1.634
H -7.523 0.986 1.728
H -7.240 -1.396 1.232
H -5.041 -2.328 0.646
H 3.936 -1.895 5.341
C -0.206 -1.323 -2.845
N -1.553 -1.140 -3.412
C -1.582 -0.016 -4.358
C -2.593 -0.979 -2.335
C -2.947 -2.329 -1.778
C -3.547 -3.264 -2.616
C -3.802 -4.552 -2.184
C -3.482 -4.909 -0.875
C -2.896 -3.998 -0.029
C -2.608 -2.695 -0.460
H 0.516 -1.525 -3.640
H -0.194 -2.155 -2.137
H 0.090 -0.415 -2.320
H -1.797 -2.011 -3.908
H -1.399 0.907 -3.809
H -2.557 0.039 -4.841
H -0.821 -0.128 -5.128
H -3.467 -0.501 -2.787
H -2.194 -0.320 -1.560
H -3.810 -2.985 -3.630
H -4.243 -5.269 -2.856
H -3.690 -5.911 -0.530
H -2.643 -4.267 0.987
S 5.201 1.601 -3.674
C 3.832 1.264 -2.591
C 2.675 2.049 -2.625
C 1.652 1.750 -1.759
N 1.674 0.725 -0.887
C 2.794 -0.018 -0.867
C 3.881 0.206 -1.676
C 4.442 0.776 -5.075
C 4.663 -0.580 -5.287
C 3.984 -1.191 -6.327
N 3.133 -0.558 -7.121
C 2.954 0.741 -6.926
C 3.580 1.460 -5.923
H 2.605 2.894 -3.290
H 0.759 2.363 -1.730
H 2.807 -0.826 -0.146
H 4.768 -0.401 -1.598
H 5.352 -1.128 -4.663
H 4.129 -2.242 -6.543
H 2.277 1.226 -7.619
H 3.419 2.521 -5.807
*
```

Record 2
Computed, not measured: a structure of composition C28H23N3O2Zn, with ωB97M-V with the def2-TZVPD basis set.

**Highest occupied orbital energy**: -0.2493 Eh
**Orbital gap**: 6.67 eV
**Electronic energy**: -3174.9900 Ha

ORCA input file:
```
! RIJCOSX wB97M-V def2-TZVPD def2/J DEFGRID3
* xyz 0 1
Zn -0.477 -0.199 -0.320
C -4.244 -1.948 -2.067
C -3.042 -1.231 -1.998
N -2.481 -0.895 -0.859
C -3.086 -1.230 0.312
C -4.257 -2.023 0.338
C -4.831 -2.368 -0.905
C -4.813 -2.396 1.581
C -4.224 -1.961 2.736
C -3.098 -1.120 2.728
C -2.521 -0.704 1.538
N -1.492 0.150 1.318
C -1.039 1.211 2.016
C -1.356 1.602 3.313
C -0.879 2.802 3.854
C -0.104 3.667 3.128
C 0.242 3.335 1.802
C 0.976 4.200 0.965
C 1.276 3.825 -0.317
C 0.857 2.569 -0.768
N 0.162 1.743 -0.015
C -0.178 2.097 1.255
H -4.677 -2.176 -3.032
H -2.504 -0.959 -2.899
H -5.740 -2.957 -0.918
H -5.701 -3.015 1.600
H -4.643 -2.257 3.690
H -2.673 -0.823 3.674
H -1.995 0.978 3.918
H -1.138 3.048 4.877
H 0.244 4.602 3.549
H 1.283 5.166 1.347
H 1.827 4.476 -0.981
H 1.106 2.226 -1.765
C 1.578 -7.906 0.296
C 1.394 -6.428 0.087
C 2.210 -5.503 0.719
C 2.028 -4.136 0.560
C 2.954 -3.191 1.279
C 1.006 -3.672 -0.285
C 0.195 -4.597 -0.970
C -0.923 -4.192 -1.892
C 0.401 -5.954 -0.758
C 0.741 -2.196 -0.365
O 0.391 -1.635 -1.459
O 0.795 -1.510 0.689
H 2.100 -8.111 1.230
H 2.154 -8.345 -0.521
H 0.613 -8.413 0.329
H 3.011 -5.854 1.360
H 3.789 -3.735 1.721
H 2.421 -2.659 2.064
H 3.349 -2.440 0.594
H -1.687 -3.643 -1.342
H -1.385 -5.072 -2.339
H -0.567 -3.536 -2.681
H -0.236 -6.665 -1.273
*
```

- Number 2 is which compound?
  C28H23N3O2Zn

- highest occupied orbital energy of number 1 (C51H37BaN11S)?
  -0.1774 Eh

- The highest orbital gap belongs to which entry?
  C28H23N3O2Zn